[1]
A structure of composition C32H33IrN2P2S3Si, computed with ωB97M-V/def2-TZVPD.

Atoms and positions in Å:
Ir: 0.689 -1.296 -1.542
S: -1.970 -1.177 -1.890
P: -1.700 0.243 -0.478
C: -0.036 -0.114 -0.076
P: 1.191 0.766 0.832
S: 2.857 -0.299 0.500
C: 0.854 0.715 2.609
C: 0.024 -0.283 3.112
C: -0.141 -0.407 4.482
C: 0.525 0.457 5.339
C: 1.341 1.461 4.833
C: 1.518 1.588 3.465
C: 1.377 2.529 0.448
C: 2.520 3.009 -0.176
C: 2.650 4.372 -0.407
C: 1.639 5.242 -0.024
C: 0.490 4.757 0.587
C: 0.359 3.401 0.829
C: -2.033 1.868 -1.198
C: -1.035 2.482 -1.950
C: -1.302 3.675 -2.598
C: -2.568 4.240 -2.516
C: -3.567 3.615 -1.783
C: -3.307 2.423 -1.124
C: -2.809 0.013 0.933
C: -3.450 -1.212 1.096
C: -4.234 -1.435 2.218
C: -4.366 -0.443 3.179
C: -3.737 0.784 3.009
C: -2.959 1.017 1.888
H: -0.488 -0.941 2.422
H: -0.782 -1.182 4.881
H: 0.409 0.348 6.409
H: 1.848 2.141 5.504
H: 2.161 2.359 3.059
H: 3.298 2.318 -0.476
H: 3.542 4.754 -0.886
H: 1.742 6.303 -0.206
H: -0.302 5.435 0.874
H: -0.532 3.017 1.311
H: -0.055 2.024 -2.025
H: -0.528 4.162 -3.177
H: -2.786 5.161 -3.040
H: -4.557 4.048 -1.730
H: -4.086 1.924 -0.561
H: -3.340 -1.977 0.338
H: -4.745 -2.381 2.338
H: -4.961 -0.625 4.064
H: -3.864 1.562 3.749
H: -2.484 1.980 1.754
S: 2.713 -0.021 -2.743
C: 2.490 -1.491 -3.549
N: 3.502 -2.086 -4.234
C: 3.314 -3.287 -4.836
C: 2.050 -3.818 -4.842
C: 1.025 -3.143 -4.183
N: 1.269 -2.042 -3.469
H: 4.401 -1.625 -4.280
H: 4.181 -3.751 -5.280
H: 1.850 -4.751 -5.346
H: -0.003 -3.479 -4.188
C: 0.088 -4.866 -1.254
Si: 0.992 -3.416 -0.417
C: 0.464 -3.393 1.397
C: 2.851 -3.802 -0.505
H: 0.534 -5.794 -0.889
H: 0.177 -4.863 -2.341
H: -0.971 -4.882 -0.996
H: 0.537 -4.406 1.802
H: -0.569 -3.060 1.510
H: 1.111 -2.741 1.985
H: 3.015 -4.793 -0.074
H: 3.443 -3.087 0.063
H: 3.228 -3.826 -1.531

Atomic forces in eV per Å
Ir -3.35 1.91 1.53
S 1.66 -0.70 -0.18
P -0.20 -0.25 0.05
C 0.87 -0.25 -1.02
P 1.18 -0.73 0.54
S -0.32 0.10 -0.14
C -0.33 0.06 -0.31
C -0.01 0.20 0.00
C 0.02 -0.09 0.02
C -0.04 0.00 0.04
C 0.10 0.02 -0.02
C -0.15 -0.01 0.02
C -0.31 -0.28 0.01
C -0.04 -0.02 -0.10
C -0.01 0.02 -0.04
C 0.02 0.01 -0.05
C -0.11 0.02 0.05
C 0.13 0.05 -0.06
C 0.18 -0.25 0.17
C 0.00 0.01 0.02
C 0.00 -0.01 -0.09
C -0.02 -0.03 0.02
C -0.09 0.01 -0.02
C 0.09 0.00 0.09
C 0.12 0.06 -0.24
C 0.00 0.02 0.00
C 0.02 0.00 0.04
C 0.01 -0.05 -0.02
C 0.00 0.08 0.05
C -0.03 -0.02 -0.02
H -0.02 -0.04 0.10
H -0.01 0.00 0.00
H -0.03 0.03 0.01
H 0.01 -0.02 0.02
H 0.02 0.02 0.05
H 0.02 -0.02 0.08
H 0.00 0.01 0.01
H 0.01 0.01 0.01
H 0.01 0.01 0.01
H 0.00 0.04 0.06
H 0.02 0.03 -0.01
H 0.01 -0.01 0.01
H 0.02 0.03 0.03
H 0.00 0.01 -0.01
H -0.03 0.05 0.00
H 0.00 -0.02 0.02
H 0.02 -0.01 0.02
H -0.04 0.02 -0.02
H 0.04 0.00 0.01
H 0.01 0.00 0.01
S -0.22 -0.82 -0.45
C 1.10 2.55 0.53
N -0.21 -1.19 -0.61
C -0.34 0.49 0.34
C 0.18 -0.42 -0.62
C 0.14 0.82 0.68
N 0.17 -1.98 -0.42
H -0.03 0.08 0.20
H -0.03 -0.03 -0.10
H 0.04 0.02 -0.02
H 0.02 -0.21 0.11
C 0.12 0.43 0.10
Si -0.05 0.06 0.20
C 0.08 0.08 -0.42
C -0.31 0.14 -0.07
H 0.02 -0.01 0.01
H -0.01 -0.07 0.00
H -0.04 0.06 -0.05
H 0.02 -0.04 -0.02
H -0.02 -0.01 -0.03
H 0.01 0.04 -0.03
H -0.04 -0.05 -0.02
H -0.06 0.05 -0.03
H 0.01 -0.01 -0.03

Properties
Gap between HOMO and LUMO (spin up / spin down) in eV: 5.90 / 5.71
Net charge: +1
Spin multiplicity: 2

[2]
A cluster of 2 separate species, C6H12O in total, computed with ωB97M-V/def2-TZVPD.

Atoms and positions in Å:
C: -0.596 1.550 1.443
C: -1.375 0.503 1.183
C: -1.661 -0.038 -0.192
C: -1.403 -1.544 -0.300
H: -0.448 1.910 2.459
H: -0.080 2.078 0.643
H: -1.868 -0.014 2.010
H: -1.058 0.508 -0.927
H: -2.714 0.158 -0.436
H: -1.714 -1.928 -1.278
H: -0.340 -1.775 -0.167
H: -1.959 -2.095 0.467
C: 2.232 -0.325 -0.209
C: 2.074 0.660 -1.333
O: 1.264 1.558 -1.363
H: 1.475 -0.158 0.562
H: 2.159 -1.346 -0.602
H: 3.235 -0.224 0.224
H: 2.775 0.522 -2.184

Atomic forces in eV per Å
C -0.09 -0.13 -0.02
C 0.07 0.14 0.06
C 0.00 0.07 -0.04
C 0.02 -0.08 0.01
H -0.04 -0.09 -0.14
H -0.11 -0.09 0.12
H 0.06 0.08 -0.10
H -0.11 -0.07 0.12
H 0.14 -0.03 0.05
H 0.06 0.06 0.14
H -0.17 0.03 -0.01
H 0.07 0.08 -0.11
C -0.10 0.04 0.09
C -0.16 0.22 -0.04
O 0.39 -0.42 0.00
H 0.13 -0.03 -0.12
H 0.01 0.16 0.03
H -0.12 0.01 -0.09
H -0.06 0.03 0.06

Properties
Gap between HOMO and LUMO in eV: 10.47
SMILES: C=CCC.CC=O
Spin multiplicity: 1

[3]
A cluster of 12 separate species, C12H48O12 in total, computed with ωB97M-V/def2-TZVPD.

Atoms and positions in Å:
C: -2.135 -0.121 -3.304
O: -0.805 0.071 -3.630
H: -2.302 -1.039 -2.770
H: -2.462 0.710 -2.686
H: -2.737 -0.228 -4.204
H: -0.738 0.679 -4.316
C: 2.941 -1.953 0.631
O: 2.494 -2.043 -0.710
H: 2.754 -2.955 0.998
H: 4.001 -1.714 0.557
H: 2.408 -1.230 1.232
H: 1.782 -2.681 -0.678
C: 3.706 1.211 -2.479
O: 3.162 0.442 -1.436
H: 4.003 2.128 -2.057
H: 4.627 0.719 -2.905
H: 2.996 1.424 -3.319
H: 2.907 -0.443 -1.763
C: 0.002 -0.654 4.106
O: -0.254 0.785 4.106
H: 1.047 -0.898 4.415
H: -0.709 -1.119 4.809
H: -0.253 -1.071 3.115
H: 0.534 1.239 3.638
C: -0.372 -4.867 0.597
O: 0.276 -3.594 0.820
H: -0.035 -5.527 1.403
H: -1.447 -4.875 0.551
H: 0.079 -5.333 -0.275
H: -0.039 -3.172 1.587
C: 0.223 0.233 0.223
O: 1.102 1.337 0.103
H: 0.045 -0.364 -0.718
H: 0.506 -0.513 1.003
H: -0.777 0.592 0.443
H: 1.845 1.117 -0.514
C: 2.013 -2.252 -4.287
O: 1.835 -1.046 -3.566
H: 2.328 -3.023 -3.580
H: 1.142 -2.533 -4.816
H: 2.756 -2.135 -5.069
H: 0.883 -0.767 -3.435
C: -5.081 1.154 0.170
O: -3.650 1.187 0.114
H: -5.405 1.592 -0.781
H: -5.518 0.154 0.365
H: -5.548 1.769 0.956
H: -3.301 1.421 1.014
C: -2.542 -1.636 1.366
O: -2.207 -2.489 2.448
H: -2.650 -0.623 1.729
H: -1.693 -1.813 0.634
H: -3.463 -2.001 0.894
H: -2.872 -2.538 3.144
C: -1.986 3.164 2.345
O: -2.281 1.785 2.524
H: -2.807 3.719 2.684
H: -1.090 3.405 2.870
H: -1.852 3.385 1.251
H: -1.543 1.333 2.962
C: -0.109 3.103 -2.707
O: 0.293 4.162 -1.898
H: -1.061 3.365 -3.247
H: 0.641 2.951 -3.540
H: -0.288 2.147 -2.151
H: 0.520 3.859 -1.005
C: 3.042 2.176 2.884
O: 1.577 2.108 2.737
H: 3.467 1.837 1.940
H: 3.287 3.231 2.984
H: 3.407 1.579 3.728
H: 1.381 1.977 1.768

Atomic forces in eV per Å
C -1.30 0.31 -0.04
O 1.48 -1.95 1.44
H 0.41 -0.41 0.46
H -0.50 0.05 0.10
H -0.27 0.28 -0.12
H 0.23 1.65 -1.77
C 0.49 -0.88 -0.63
O -0.26 0.42 -0.45
H 0.50 0.02 0.96
H -0.03 0.00 0.47
H -0.13 0.37 0.09
H -0.52 -0.09 -0.24
C 0.34 -1.04 -1.59
O -0.25 -0.15 0.03
H 0.40 1.24 0.50
H -0.87 0.41 0.28
H 0.43 -0.36 0.70
H -0.13 0.17 0.06
C -0.35 0.71 -0.05
O 1.34 -0.68 -0.58
H -0.74 0.22 -0.30
H 0.39 0.27 -0.12
H 0.43 0.07 0.37
H -1.07 -0.62 0.68
C 1.69 -0.15 1.16
O 0.28 -1.16 -2.45
H -0.44 -0.08 0.13
H -0.41 0.44 -0.11
H -0.18 0.41 -0.42
H -1.00 0.56 1.66
C -0.76 -1.19 -0.63
O 0.11 -0.08 -0.19
H 0.74 0.69 0.54
H 0.04 0.67 -0.37
H -0.08 0.33 0.39
H -0.16 -0.25 0.29
C 0.36 0.41 0.76
O -0.82 0.85 0.18
H -0.04 -0.19 -0.26
H -1.24 -0.51 -0.32
H 0.49 0.23 0.10
H 1.21 -0.75 -0.47
C -0.08 0.33 -0.02
O -0.41 0.17 1.26
H -0.31 -0.50 0.11
H 0.48 0.17 -0.53
H 0.59 0.17 -0.04
H -0.13 -0.42 -0.80
C 0.46 -1.06 -0.55
O 0.56 -0.86 0.60
H 0.11 0.34 -0.44
H -1.07 0.75 0.74
H 0.05 0.37 -0.08
H -0.07 0.32 -0.38
C 0.63 -1.13 -1.75
O -0.59 -0.08 -0.46
H -1.08 0.98 0.63
H 0.66 0.46 0.42
H 0.02 -0.13 0.83
H 0.24 -0.03 0.40
C -0.46 -1.03 -1.30
O 0.21 0.54 0.84
H 0.61 -0.11 0.63
H -0.51 -0.15 0.92
H 0.33 0.81 -0.49
H -0.15 -0.14 -0.52
C -1.38 0.31 -0.80
O 1.03 -0.17 -0.44
H 0.28 -0.24 0.15
H 0.25 -0.05 0.33
H -0.33 0.16 -0.21
H 0.26 -0.06 0.72

Properties
Gap between HOMO and LUMO in eV: 10.45
SMILES: CO.CO.CO.CO.CO.CO.CO.CO.CO.CO.CO.CO
Spin multiplicity: 1

[4]
An isolated molecule of C2H5N3O2, computed with ωB97M-V/def2-TZVPD.

Atoms and positions in Å:
H: -1.351 -1.907 -1.353
N: -1.040 -1.133 -0.654
C: 0.283 -0.899 -0.765
N: 0.827 -0.028 0.306
O: 2.107 0.583 -0.590
C: -0.039 1.113 0.788
N: -1.209 1.106 1.261
O: -2.142 0.035 1.279
H: 1.037 -1.011 -1.583
H: 2.826 0.563 0.029
H: 0.364 2.111 0.696
H: -1.664 -0.533 0.587

Atomic forces in eV per Å
H 0.65 1.96 1.36
N 4.70 -2.11 -2.72
C -3.67 1.94 1.90
N 1.58 0.57 -3.72
O -3.46 -0.66 1.38
C -0.03 -1.16 -0.55
N -1.60 0.01 0.20
O 2.85 1.12 -0.12
H -0.88 -0.72 0.83
H 0.49 -0.16 0.88
H 0.75 -0.24 0.13
H -1.38 -0.56 0.41

Properties
Gap between HOMO and LUMO in eV: 9.36
SMILES: [H]/N=C/N(O)/C=N\O
Spin multiplicity: 1

The following F_max values (in eV/Å) correspond, in order, to the records above: 4.15, 0.57, 2.84, 5.83.
The following relative energy (zero: lowest compared OMol25 entry of this formula, charge and spin) values (in kJ/mol) correspond, in order, to the records above: 197.1, 129.3, 462.1, 700.4.